# C28H28ClN5PRuS

C28H28ClN5PRuS as an isolated structure at a distorted geometry (wB97M-V/def2-TZVPD, the OMol25 dataset).

The frontier orbital gap (alpha / beta) comes out at 6.314 / 5.340 eV. Its expectation value of S² is 6.05. As for the net charge: +3. The maximum force is 1.5 eV/Å. Its multiplicity is 5. Its calculated total energy is -2651.1630 Ha.

Positions of all 65 atoms, in Å:
1 Ru -0.2332 -0.2143 -0.1163
2 N -1.3031 1.2458 1.3044
3 C -2.4078 2.0462 0.8195
4 C -3.0382 2.9620 1.6505
5 C -4.0590 3.7581 1.1535
6 C -4.4543 3.6440 -0.1714
7 C -3.8486 2.7212 -1.0061
8 C -2.8292 1.9071 -0.5100
9 P -1.9460 0.7026 -1.5379
10 C -2.5514 0.9233 -3.2293
11 C -1.9033 1.8182 -4.0819
12 C -2.4446 2.0917 -5.3264
13 C -3.6215 1.4661 -5.7218
14 C -4.2666 0.5789 -4.8681
15 C -3.7309 0.2840 -3.6260
16 C -2.4961 -0.9707 -1.0229
17 C -3.3450 -1.2319 0.0625
18 C -3.7463 -2.5347 0.3106
19 C -3.2894 -3.5795 -0.4861
20 C -2.4320 -3.3315 -1.5526
21 C -2.0243 -2.0377 -1.8174
22 H -1.6212 0.6390 2.0863
23 H -0.6117 1.8746 1.7343
24 H -2.7316 3.0590 2.6811
25 H -4.5418 4.4711 1.8019
26 H -5.2315 4.2833 -0.5587
27 H -4.1570 2.6306 -2.0367
28 H -0.9855 2.2952 -3.7654
29 H -1.9490 2.7864 -5.9870
30 H -4.0324 1.6659 -6.6999
31 H -5.1983 0.1198 -5.1669
32 H -4.2361 -0.4054 -2.9637
33 H -3.7360 -0.4204 0.6631
34 H -4.4255 -2.7416 1.1238
35 H -3.6082 -4.5903 -0.2827
36 H -2.0932 -4.1428 -2.1789
37 H -1.4063 -1.8267 -2.6848
38 C 4.7172 2.5438 -1.0024
39 C 4.1148 1.2803 -1.4425
40 N 4.6392 0.4202 -2.2551
41 N 3.7624 -0.5681 -2.4271
42 C 2.6448 -0.3559 -1.7213
43 S 1.2315 -1.2932 -1.6981
44 N 2.8530 0.8246 -1.0645
45 N 1.9247 1.3980 -0.1943
46 H 5.6851 2.6518 -1.4871
47 H 4.8662 2.5682 0.0774
48 H 4.0941 3.3952 -1.2810
49 H 3.9923 -1.3465 -3.0399
50 H 2.3341 1.4747 0.7440
51 H 1.6864 2.3423 -0.5127
52 Cl -1.1384 -0.4330 3.9495
53 C 0.5222 -0.4295 3.4395
54 C 1.4572 0.1877 4.2517
55 C 2.8079 0.1158 3.9440
56 C 3.2353 -0.5960 2.8189
57 C 2.3156 -1.1867 1.9883
58 C 0.9180 -1.1200 2.2513
59 C -0.0085 -1.7807 1.3860
60 H 1.1347 0.7079 5.1409
61 H 3.5282 0.5926 4.5888
62 H 4.2908 -0.7047 2.6232
63 H 2.6437 -1.7625 1.1314
64 H -1.0152 -1.9356 1.7846
65 H 0.3782 -2.6412 0.8323